(1)
This record from the OMol25 dataset describes C20H32Cl5IrN5OPSSi as an isolated structure. The level of theory is ωB97M-V/def2-TZVPD.

```
67
Properties=species:S:1:pos:R:3:lowdin_charge:R:1
Ir 0.163 -0.802 0.360 0.88
Cl -4.233 -0.391 -1.061 0.70
C -2.848 -1.335 -1.493 -0.69
C -1.622 -1.196 -0.907 -0.25
C -0.599 -1.919 -1.251 -0.37
Cl 2.084 -0.798 -1.084 0.08
C -0.563 -2.877 -2.222 -0.70
Cl 0.824 -3.816 -2.626 0.69
C -1.793 -3.048 -2.884 -0.69
Cl -1.917 -4.218 -4.143 0.68
C -2.918 -2.287 -2.527 -0.69
Cl -4.404 -2.521 -3.369 0.67
C 0.990 1.432 2.988 -0.23
Si 1.729 -0.070 2.117 0.37
C 2.012 -1.387 3.436 -0.22
C 3.454 0.396 1.544 -0.26
H 0.148 1.139 3.617 0.01
H 0.636 2.175 2.273 0.00
H 1.747 1.897 3.625 0.03
H 2.677 -0.964 4.195 0.04
H 2.507 -2.272 3.029 0.03
H 1.097 -1.698 3.942 0.02
H 3.986 0.837 2.393 0.03
H 3.458 1.107 0.722 -0.01
H 4.006 -0.483 1.211 0.01
C 1.969 3.498 -0.338 -0.10
N 0.592 3.637 -0.799 -0.29
C -0.069 4.841 -0.320 -0.09
P -0.264 2.253 -1.115 0.56
O 0.079 1.259 -0.032 -0.50
N 0.080 1.884 -2.675 -0.29
C -0.565 0.753 -3.336 -0.09
C 1.358 2.239 -3.285 -0.10
N -1.877 2.540 -1.081 -0.29
C -2.577 2.528 0.200 -0.09
C -2.617 3.170 -2.163 -0.10
H 2.552 4.356 -0.678 0.09
H 2.413 2.593 -0.747 0.06
H 2.028 3.439 0.753 0.08
H 0.506 5.714 -0.634 0.09
H -0.146 4.858 0.773 0.09
H -1.067 4.929 -0.742 0.06
H -1.554 0.584 -2.917 0.07
H 0.027 -0.159 -3.238 0.07
H -0.676 0.992 -4.396 0.09
H 1.706 3.196 -2.906 0.07
H 1.208 2.333 -4.362 0.09
H 2.114 1.471 -3.101 0.07
H -2.749 3.549 0.559 0.08
H -1.995 1.983 0.939 0.07
H -3.540 2.031 0.086 0.05
H -2.898 4.197 -1.904 0.08
H -3.532 2.606 -2.356 0.08
H -2.017 3.191 -3.069 0.08
C -0.374 -5.937 3.649 -0.03
C -0.116 -4.763 2.756 -0.31
C 0.861 -4.830 1.751 0.00
C 1.052 -3.725 0.959 -0.10
N 0.316 -2.636 1.179 -0.19
C -0.601 -2.635 2.168 -0.80
S -1.332 -1.075 2.206 0.70
N -0.844 -3.669 2.962 0.14
H -0.623 -6.819 3.057 0.09
H -1.192 -5.714 4.328 0.08
H 0.520 -6.172 4.229 0.09
H 1.445 -5.725 1.600 0.12
H 1.773 -3.668 0.154 0.10
```

Values from the calculation:
- total charge = 0
- energy relative to the best compared isomer or geometry (same formula, charge and spin) (kcal/mol) = 21.99
- LUMO level (eV) = 0.3
- Kohn-Sham gap (hartree) = 0.3064

(2)
This record from the OMol25 dataset describes C20H32ClN3NdO6PS as an isolated structure. The level of theory is ωB97M-V/def2-TZVPD.

```
65
Properties=species:S:1:pos:R:3:lowdin_spin:R:1
Nd -1.494 -0.615 0.215 3.02
C -4.467 0.462 1.563 0.00
C -3.712 1.769 1.755 0.00
N -2.271 1.574 1.511 0.00
C -1.580 2.767 1.015 0.00
C -2.015 3.144 -0.406 0.00
S -2.344 1.749 -1.529 0.00
C -4.163 1.597 -1.470 0.00
C -4.700 0.274 -0.931 0.00
N -4.071 -0.220 0.311 -0.01
H -5.544 0.654 1.583 0.00
H -4.236 -0.217 2.388 0.00
H -3.894 2.152 2.762 0.00
H -4.084 2.524 1.067 0.00
H -1.831 1.282 2.379 0.00
H -0.507 2.555 1.031 0.00
H -1.740 3.636 1.663 0.00
H -1.232 3.735 -0.880 0.00
H -2.909 3.765 -0.411 0.00
H -4.512 1.705 -2.496 0.00
H -4.543 2.455 -0.920 0.00
H -4.551 -0.503 -1.682 0.00
H -5.782 0.386 -0.797 0.00
H -4.386 -1.181 0.404 0.00
O 0.525 -0.390 1.440 0.00
O -0.674 -0.633 2.305 0.00
O -0.466 -2.887 0.096 0.00
Cl -1.900 -3.188 -0.090 0.00
O -2.568 -2.647 1.103 0.00
O -2.174 -4.530 -0.347 0.00
O -2.321 -2.275 -1.197 0.00
C 1.911 0.007 3.774 0.00
P 1.725 -1.014 2.340 0.00
C 1.356 -2.683 2.807 0.00
C 3.095 -0.908 1.264 0.00
C 4.064 0.177 1.359 0.00
C 5.088 0.270 0.442 0.00
C 5.204 -0.662 -0.578 0.00
C 4.246 -1.733 -0.682 0.00
C 3.217 -1.844 0.225 0.00
H 2.102 1.040 3.488 0.00
H 2.744 -0.364 4.374 0.00
H 0.992 -0.048 4.355 0.00
H 2.272 -3.114 3.217 0.00
H 1.031 -3.265 1.947 0.00
H 0.572 -2.683 3.561 0.00
H 3.994 0.902 2.158 0.00
H 5.811 1.070 0.528 0.00
H 6.019 -0.603 -1.285 0.00
H 4.346 -2.462 -1.474 0.00
H 2.505 -2.655 0.121 0.00
C 3.390 0.434 -4.501 0.00
C 2.344 0.192 -3.457 0.00
C 1.586 -0.973 -3.432 0.00
C 0.631 -1.150 -2.446 0.00
N 0.377 -0.236 -1.505 0.00
C 1.112 0.886 -1.522 0.00
C 2.090 1.135 -2.459 0.00
H 3.340 -0.303 -5.299 0.00
H 4.386 0.389 -4.055 0.00
H 3.279 1.428 -4.936 0.00
H 1.731 -1.746 -4.175 0.00
H 0.038 -2.056 -2.420 0.00
H 0.906 1.615 -0.745 0.00
H 2.644 2.064 -2.422 0.00
```

Values from the calculation:
- total charge = +2
- multiplicity = 4
- energy relative to the best compared isomer or geometry (same formula, charge and spin) (kcal/mol) = 21.17
- LUMO level (alpha / beta) (eV) = -5.5 / -5.5
- Kohn-Sham gap (alpha / beta) (hartree) = 0.3500 / 0.3511

(3)
This record from the OMol25 dataset describes C20H32F3IrN5O8S3 as an isolated structure. The level of theory is ωB97M-V/def2-TZVPD.

```
72
Properties=species:S:1:pos:R:3:lowdin_spin:R:1
Ir 0.402 0.563 -0.454 0.35
F 2.083 -4.270 0.313 0.00
C 1.618 -4.336 -0.946 0.00
F 1.334 -5.598 -1.228 0.00
F 2.592 -3.918 -1.761 0.00
C 0.399 -3.448 -1.082 0.04
C -0.858 -3.946 -1.403 -0.01
C -1.932 -3.077 -1.498 0.05
C -1.745 -1.721 -1.256 0.00
N -0.545 -1.250 -0.932 0.03
C 0.513 -2.088 -0.862 0.02
S 1.927 -1.112 -0.472 0.46
H -0.985 -5.005 -1.582 0.00
H -2.915 -3.445 -1.755 0.00
H -2.547 -1.001 -1.333 0.00
C 0.401 2.473 3.929 0.00
C 0.371 0.959 4.040 0.00
S 1.068 0.155 2.594 0.01
O -0.053 0.362 1.516 0.00
C 0.884 -1.567 3.093 0.01
C 2.061 -1.989 3.965 0.00
H 0.007 2.896 4.852 0.00
H -0.219 2.820 3.108 0.00
H 1.415 2.846 3.792 0.00
H -0.639 0.558 4.141 0.00
H 0.978 0.595 4.872 0.00
H 0.857 -2.128 2.158 0.00
H -0.080 -1.674 3.591 0.00
H 3.001 -1.938 3.417 0.00
H 1.911 -3.017 4.291 0.00
H 2.149 -1.375 4.861 0.00
O 0.490 3.385 0.877 0.00
N 1.617 3.094 0.631 0.00
O 1.794 1.917 0.013 -0.01
C 1.406 0.924 -4.774 0.00
C 1.675 0.505 -3.354 0.01
O 0.559 0.920 -2.497 0.00
H 2.249 0.624 -5.396 0.00
H 1.303 2.006 -4.851 0.00
H 0.507 0.453 -5.174 0.00
H 2.549 0.997 -2.933 0.00
H 1.789 -0.578 -3.264 0.01
H -0.310 0.794 -2.952 0.00
C -4.323 -0.852 -4.524 0.00
C -4.357 0.669 -4.520 0.00
S -2.720 1.345 -4.457 0.00
O -2.069 1.210 -5.726 0.00
O -2.030 0.758 -3.297 0.00
C -2.942 3.106 -4.188 0.00
C -3.371 3.638 -2.810 0.00
N -2.820 2.863 -1.696 0.00
C -1.501 2.749 -1.461 0.00
N -1.284 1.780 -0.575 0.00
C -2.496 1.297 -0.170 0.00
C -3.452 1.962 -0.859 0.00
N -4.861 1.668 -0.801 0.00
O -5.208 0.937 0.095 0.00
O -5.581 2.129 -1.669 0.00
C -0.470 3.614 -2.083 0.00
H -5.341 -1.226 -4.613 0.00
H -3.896 -1.236 -3.598 0.00
H -3.745 -1.232 -5.366 0.00
H -4.908 1.078 -3.670 0.00
H -4.782 1.068 -5.442 0.00
H -3.675 3.416 -4.935 0.00
H -1.986 3.513 -4.520 0.00
H -4.448 3.636 -2.712 0.00
H -3.027 4.667 -2.712 0.00
H -2.604 0.542 0.589 0.00
H -0.683 4.659 -1.851 0.00
H -0.433 3.495 -3.165 0.00
H 0.507 3.366 -1.684 0.00
```

Values from the calculation:
- total charge = +2
- multiplicity = 2
- energy relative to the best compared isomer or geometry (same formula, charge and spin) (kcal/mol) = 7.06
- LUMO level (alpha / beta) (eV) = -6.1 / -9.3
- Kohn-Sham gap (alpha / beta) (hartree) = 0.3214 / 0.2011

(4)
This record from the OMol25 dataset describes C20H32N2O7SbW as an isolated structure. The level of theory is ωB97M-V/def2-TZVPD.

```
63
Properties=species:S:1:pos:R:3:lowdin_charge:R:1
W -0.105 1.054 0.204 1.26
O 4.824 0.898 3.881 0.11
C 3.884 0.843 3.105 -0.25
C 3.946 0.873 1.609 -0.29
O 4.961 0.800 0.905 0.06
C 2.562 0.953 1.173 -0.31
C 1.687 0.864 2.284 -0.26
O 0.401 0.847 2.022 -0.26
C 2.416 0.729 3.516 -0.28
O 1.997 0.539 4.653 0.08
O 2.071 1.019 -0.023 -0.18
C 0.414 2.916 -3.731 -0.01
C 0.198 2.623 -2.268 -0.23
N -0.056 1.370 -1.791 -0.19
O 0.177 0.283 -2.696 -0.11
C 0.203 3.575 -1.251 -0.28
C 0.409 5.056 -1.372 -0.03
N 0.010 2.986 -0.054 -0.26
O 0.116 3.610 1.081 -0.10
H 1.344 2.482 -4.112 0.10
H 0.475 3.990 -3.887 0.07
H -0.420 2.529 -4.326 0.09
H 0.403 0.659 -3.562 0.07
H -0.152 5.472 -2.210 0.07
H 1.465 5.306 -1.491 0.08
H 0.058 5.501 -0.440 0.07
C -2.320 -0.610 2.329 -0.08
C -2.873 0.612 1.570 -0.68
C -2.680 1.862 2.448 -0.07
C -4.372 0.381 1.320 -0.08
C -2.112 0.861 0.283 -0.17
H -2.851 -0.747 3.270 0.08
H -1.261 -0.481 2.558 0.05
H -2.435 -1.520 1.735 0.06
H -3.205 1.765 3.397 0.08
H -3.048 2.746 1.933 0.08
H -1.616 2.014 2.641 0.06
H -4.911 0.271 2.260 0.07
H -4.516 -0.523 0.729 0.07
H -4.810 1.222 0.785 0.07
H -2.826 0.998 -0.548 0.06
C 0.748 -4.779 0.169 -0.21
C 0.191 -3.592 0.928 -0.40
Sb 0.324 -1.593 -0.115 1.48
C 1.983 -2.126 -1.465 -0.39
C 3.324 -2.237 -0.741 -0.18
C -1.461 -1.970 -1.363 -0.42
C -1.471 -3.170 -2.287 -0.19
H 0.452 -5.707 0.658 0.06
H 1.832 -4.747 0.135 0.05
H 0.377 -4.800 -0.850 0.04
H 0.697 -3.497 1.889 0.04
H -0.871 -3.736 1.128 0.03
H 2.023 -1.328 -2.208 0.03
H 1.724 -3.068 -1.956 0.03
H 3.673 -1.258 -0.416 0.05
H 4.074 -2.652 -1.418 0.07
H 3.257 -2.884 0.137 0.05
H -1.589 -1.049 -1.934 0.01
H -2.293 -2.037 -0.658 0.03
H -0.572 -3.191 -2.897 0.05
H -2.333 -3.121 -2.953 0.06
H -1.540 -4.090 -1.714 0.05
```

Values from the calculation:
- total charge = -1
- energy relative to the best compared isomer or geometry (same formula, charge and spin) (kcal/mol) = 70.71
- LUMO level (alpha / beta) (eV) = 1.5 / 1.5
- Kohn-Sham gap (alpha / beta) (hartree) = 0.1662 / 0.1655

(5)
This record from the OMol25 dataset describes C20H32N2O7SbW as an isolated structure. The level of theory is ωB97M-V/def2-TZVPD.

```
63
Properties=species:S:1:pos:R:3:lowdin_charge:R:1
W 0.414 0.290 -0.783 1.25
O -3.346 4.498 1.276 0.13
C -2.760 3.776 0.515 -0.25
C -3.320 2.990 -0.654 -0.29
O -4.479 2.924 -1.006 0.10
C -2.182 2.252 -1.186 -0.20
C -0.975 2.613 -0.596 -0.33
O 0.223 2.333 -1.020 -0.21
C -1.255 3.496 0.546 -0.30
O -0.496 3.910 1.386 0.10
O -2.364 1.329 -2.102 -0.01
C 0.474 -4.153 -0.578 -0.03
C 0.812 -2.703 -0.679 -0.34
N -0.123 -1.735 -0.659 -0.23
O -1.430 -2.235 -0.508 -0.08
C 2.102 -2.161 -0.707 -0.32
C 3.433 -2.836 -0.717 -0.04
N 1.956 -0.830 -0.664 -0.41
O 2.782 0.218 -0.630 -0.26
H -0.011 -4.531 -1.482 0.08
H -0.214 -4.339 0.250 0.07
H 1.381 -4.736 -0.412 0.07
H -1.904 -1.428 -0.255 0.07
H 3.559 -3.490 -1.583 0.07
H 3.606 -3.440 0.180 0.07
H 4.209 -2.072 -0.758 0.07
C -1.701 -0.108 -4.691 -0.06
C -0.695 0.451 -3.679 -0.60
C -0.365 1.894 -4.059 -0.05
C 0.589 -0.384 -3.727 -0.07
C -1.267 0.327 -2.246 -0.26
H -1.317 -0.026 -5.713 0.08
H -2.643 0.441 -4.636 0.09
H -1.908 -1.161 -4.485 0.08
H 0.017 1.920 -5.085 0.08
H 0.386 2.326 -3.398 0.07
H -1.256 2.523 -4.017 0.09
H 0.996 -0.415 -4.743 0.09
H 0.428 -1.412 -3.392 0.08
H 1.387 0.046 -3.099 0.07
H -1.827 -0.610 -2.227 0.08
C -2.416 0.230 2.544 -0.20
C -1.173 0.914 3.108 -0.41
Sb 0.534 0.449 1.904 1.47
C 2.006 1.769 2.703 -0.40
C 2.360 1.551 4.168 -0.20
C 1.142 -1.427 2.717 -0.40
C 0.646 -1.749 4.119 -0.19
H -3.306 0.447 3.139 0.07
H -2.298 -0.858 2.506 0.06
H -2.603 0.558 1.517 0.05
H -0.966 0.592 4.132 0.04
H -1.287 1.997 3.118 0.05
H 1.639 2.779 2.519 0.04
H 2.864 1.615 2.044 0.05
H 1.493 1.689 4.819 0.06
H 3.127 2.257 4.501 0.06
H 2.750 0.546 4.348 0.05
H 2.234 -1.424 2.661 0.06
H 0.804 -2.169 1.990 0.04
H 0.937 -0.990 4.848 0.05
H 1.043 -2.707 4.468 0.06
H -0.444 -1.822 4.151 0.06
```

Values from the calculation:
- total charge = -1
- energy relative to the best compared isomer or geometry (same formula, charge and spin) (kcal/mol) = 37.61
- LUMO level (eV) = 2.7
- Kohn-Sham gap (hartree) = 0.2172

(6)
This record from the OMol25 dataset describes C20H32N2OS as an isolated structure. The level of theory is ωB97M-V/def2-TZVPD.

```
56
Properties=species:S:1:pos:R:3:lowdin_charge:R:1
C -5.247 -1.982 -0.253 -0.06
H -6.046 -2.303 0.180 0.05
H -4.481 -2.754 -0.449 0.13
H -5.518 -1.697 -1.365 0.16
C -4.590 -1.030 0.303 -0.53
N -3.365 -0.525 0.009 -0.08
C -2.349 -1.521 0.403 -0.18
H -1.429 -1.161 -0.528 0.18
C -1.836 -1.257 1.597 -0.25
H -2.580 -1.493 2.363 0.11
H -1.100 -1.863 1.903 0.08
C -1.285 0.186 1.886 -0.02
N 0.178 0.030 1.339 0.10
C 0.590 1.346 0.738 -0.38
O -0.161 2.172 0.269 0.10
C 1.929 1.140 0.424 -0.28
C 2.879 2.067 0.511 -0.45
S 4.408 1.815 0.048 1.12
C 4.080 0.376 -0.572 -0.50
C 2.622 0.086 -0.159 -0.11
C 1.951 -1.261 -0.734 -0.08
H 0.805 -1.085 -0.317 0.13
C 2.562 -2.327 0.202 -0.27
C 3.849 -2.886 -0.213 -0.24
C 5.074 -1.792 -0.445 -0.23
H 5.239 -1.656 0.839 0.16
H 6.008 -2.667 -0.479 0.17
C 5.005 -0.533 -1.092 -0.30
H 5.863 -0.244 -0.997 0.03
H 4.716 -1.015 -2.008 0.14
H 3.819 -3.061 -1.499 0.16
H 4.131 -3.892 0.004 0.08
H 2.708 -2.125 1.219 0.08
H 1.835 -3.397 0.070 0.18
H 2.115 -1.509 -1.707 0.07
H 2.649 3.396 0.898 0.20
H 0.855 -0.478 1.561 0.00
H -1.156 0.282 3.338 0.21
H -1.807 0.908 1.534 0.01
H -2.683 -2.307 0.140 0.02
C -3.289 0.075 -1.218 -0.51
C -2.143 0.654 -1.677 -0.10
H -2.253 1.155 -2.769 0.14
H -1.439 -0.406 -2.189 0.17
H -1.579 1.236 -1.249 -0.04
C -4.097 1.340 -1.308 -0.15
C -5.565 0.980 -0.728 -0.21
C -5.391 0.229 0.607 -0.18
H -6.477 0.165 0.835 0.11
H -5.210 1.128 1.342 0.15
H -6.155 0.509 -1.534 0.08
H -6.195 2.054 -0.703 0.15
H -4.135 1.923 -2.383 0.17
H -3.698 2.029 -0.526 0.13
H -3.696 -0.621 -1.991 0.16
H -4.411 -1.138 1.680 0.23
```

Values from the calculation:
- total charge = 0
- energy relative to the best compared isomer or geometry (same formula, charge and spin) (kcal/mol) = 529.47
- LUMO level (eV) = 0.7
- Kohn-Sham gap (hartree) = 0.3238

(7)
This record from the OMol25 dataset describes C20H32N4O6S2SbSe4Ti as an isolated structure. The level of theory is ωB97M-V/def2-TZVPD.

```
70
Properties=species:S:1:pos:R:3:lowdin_charge:R:1
Ti 1.231 0.410 0.497 0.68
O 0.076 -0.885 5.144 0.06
C -0.144 -0.843 3.837 -0.52
O -0.799 -0.016 3.266 0.05
C 0.577 -1.943 3.110 -0.14
C 0.707 -3.208 3.664 0.02
C 1.388 -4.188 2.958 -0.03
C 1.980 -3.849 1.755 0.01
C 1.858 -2.542 1.316 -0.19
N 1.134 -1.614 1.945 0.14
C 2.623 -2.006 0.127 -0.60
O 2.960 -2.759 -0.775 0.04
O 2.840 -0.737 0.211 -0.14
H -0.108 0.032 5.512 -0.06
H 0.281 -3.396 4.639 0.12
H 1.483 -5.189 3.358 0.11
H 2.557 -4.546 1.164 0.12
C 1.999 -0.799 -4.688 -0.10
C 0.822 -0.884 -3.721 -0.28
C 0.875 -2.179 -2.926 -0.32
S -0.124 -2.208 -1.419 1.03
O 0.092 -0.853 -0.781 -0.60
C -1.828 -2.108 -2.063 -0.32
C -2.318 -0.704 -2.400 -0.29
C -3.832 -0.616 -2.251 -0.10
H 1.960 0.125 -5.265 0.07
H 1.997 -1.637 -5.390 0.07
H 2.944 -0.817 -4.144 0.08
H -0.116 -0.813 -4.272 0.09
H 0.859 -0.043 -3.024 0.10
H 1.879 -2.352 -2.527 0.07
H 0.593 -3.063 -3.504 0.10
H -2.429 -2.533 -1.257 0.09
H -1.876 -2.797 -2.910 0.10
H -2.025 -0.433 -3.413 0.10
H -1.844 0.003 -1.721 0.08
H -4.345 -1.358 -2.869 0.07
H -4.190 0.372 -2.541 0.08
H -4.115 -0.784 -1.210 0.05
Se -0.413 2.193 5.984 -0.05
Sb 1.229 3.288 4.587 -0.23
Se 1.878 1.675 2.280 0.31
Se 0.309 5.258 3.530 -0.14
Se 3.468 3.346 5.400 -0.21
C 3.998 1.805 -1.301 -0.05
C 2.646 2.484 -1.182 -0.52
C 2.229 3.180 -2.468 -0.05
O 1.643 1.546 -0.839 -0.35
H 4.751 2.523 -1.631 0.08
H 3.943 0.990 -2.026 0.08
H 4.299 1.391 -0.341 0.07
H 2.696 3.219 -0.363 0.12
H 2.216 2.462 -3.292 0.07
H 2.929 3.981 -2.713 0.08
H 1.232 3.608 -2.362 0.08
C -5.428 0.657 1.287 -0.10
C -4.128 0.166 1.924 -0.24
C -2.915 0.890 1.443 -0.62
N -1.963 0.334 0.790 0.02
N -0.918 1.192 0.541 -0.10
C -1.148 2.424 0.951 -0.71
N -0.365 3.480 0.683 0.09
S -2.634 2.567 1.817 1.13
H -6.284 0.118 1.694 0.07
H -5.412 0.513 0.206 0.06
H -5.579 1.721 1.478 0.07
H -3.964 -0.892 1.715 0.11
H -4.182 0.273 3.010 0.12
H 0.539 3.203 0.319 0.04
H -0.294 4.164 1.447 -0.07
```

Values from the calculation:
- total charge = -1
- energy relative to the best compared isomer or geometry (same formula, charge and spin) (kcal/mol) = 15.58
- LUMO level (eV) = 1.7
- Kohn-Sham gap (hartree) = 0.2169